Record 1
# C20H22Cl12N2S

5 unconnected molecules or ions with the total composition C20H22Cl12N2S at a distorted geometry (ωB97M-V with the def2-TZVPD basis set, OMol25).

Each line ends with the Löwdin charge.
Atoms and positions in Å:
C 7.9298 -0.4246 -2.5840  -0.111
C 6.7569 -1.1430 -1.8654  -0.246
C 5.4106 -0.3432 -1.9859  -0.184
C 5.3089 0.5997 -0.7711  -0.216
N 3.9713 1.1372 -0.4903  -0.014
C 2.9663 0.1441 -0.3234  -0.294
C 3.0452 -0.6754 0.7960  -0.027
C 2.0861 -1.6592 0.9255  -0.100
C 1.1120 -1.7952 -0.0436  -0.455
C 1.0058 -0.9780 -1.1475  -0.256
C 1.9751 0.0151 -1.2808  0.031
N 0.0173 -1.1066 -2.1513  0.102
C -1.2624 -1.5209 -1.7005  -0.258
C -2.3860 -0.9780 -2.3265  -0.025
C -3.6427 -1.3361 -1.9077  -0.159
C -3.8599 -2.2337 -0.8694  -0.213
C -2.7537 -2.7927 -0.2639  -0.101
C -1.4917 -2.4227 -0.6880  -0.452
S -0.0721 -3.1361 0.1427  1.008
H 7.5149 0.2667 -3.3317  0.061
H 8.5672 -1.1153 -3.1517  0.064
H 8.5662 0.1318 -1.8851  0.067
H 6.9944 -1.2963 -0.8048  0.096
H 6.5954 -2.1242 -2.3296  0.097
H 4.6145 -1.0955 -2.0350  0.104
H 5.4530 0.1857 -2.9476  0.101
H 6.0200 1.4265 -0.9031  0.089
H 5.6272 0.0492 0.1247  0.104
H 3.6966 1.8611 -1.1443  0.006
H 3.8436 -0.5510 1.5223  0.117
H 2.1067 -2.3530 1.7633  0.108
H 2.0024 0.6988 -2.1304  0.122
H -0.0764 -0.2407 -2.6656  0.126
H -2.3078 -0.2648 -3.1464  0.117
H -4.5161 -0.9113 -2.3997  0.094
H -4.8579 -2.4915 -0.5401  0.054
H -2.8419 -3.5175 0.5441  0.111
C -6.3015 0.8063 1.2508  -1.492
Cl -5.5271 -0.3659 0.1721  0.666
Cl -7.2698 -0.0179 2.4775  0.488
Cl -5.0932 1.8401 2.0131  0.513
H -6.9603 1.4313 0.6603  0.015
C 5.0104 4.7849 -2.2100  -1.527
Cl 3.4092 4.0420 -2.1023  0.564
Cl 5.9933 4.3556 -0.8109  0.551
Cl 5.8147 4.3129 -3.7077  0.527
H 4.8822 5.8600 -2.2165  0.012
C -5.8549 3.6250 5.5521  -1.543
Cl -4.1621 3.4580 5.0747  0.512
Cl -6.8821 3.8932 4.1422  0.505
Cl -6.3903 2.2019 6.4493  0.520
H -5.9397 4.4873 6.2010  0.010
C -9.7490 -2.5512 4.3025  -1.537
Cl -8.4902 -1.4373 4.8477  0.490
Cl -10.1698 -2.2468 2.6161  0.518
Cl -9.2372 -4.2255 4.5236  0.527
H -10.6320 -2.3845 4.9063  0.012

Forces on atoms 1 to 6 (eV/Å):
-0.200 -0.127 -0.052
-0.213 0.346 -0.709
1.269 -0.738 0.442
-0.351 -0.110 -0.239
0.086 0.068 0.004
0.994 0.970 -0.156

Its spin multiplicity is 1. The calculation puts the energy at -185180.984 eV. As for the LUMO energy: 0.4 eV.

=====

Record 2
# C10H16O3

2 unconnected molecules or ions with the total composition C10H16O3 at a distorted geometry (ωB97M-V with the def2-TZVPD basis set, OMol25).

Each line ends with the Löwdin charge.
Atoms and positions in Å:
C 0.8912 -2.4018 0.5190  -0.001
C 0.4909 -1.1545 -0.0694  -0.041
C -0.8845 -0.7671 -0.2316  -0.160
C -1.0864 -0.0747 -1.6246  -0.051
C -0.6393 1.2492 -0.9742  -0.254
C -1.1107 0.6802 0.4170  -0.430
C -2.5954 0.9491 0.5702  -0.043
C -0.3887 1.0532 1.6888  -0.018
C 0.8479 1.3704 -1.0151  -0.066
C 1.4893 -0.0276 -0.4198  -0.492
O 2.3011 0.2958 0.5629  -0.172
O 4.3293 -1.2313 0.5873  0.000
O 4.0166 -1.6885 -0.5177  -0.037
H 1.7824 -2.2788 1.1418  0.096
H 0.0877 -2.8076 1.1565  0.104
H 1.1351 -3.1638 -0.2387  0.125
H -1.6480 -1.4947 0.0705  0.149
H -0.4529 -0.4614 -2.4264  0.121
H -2.1251 -0.0700 -1.9635  0.112
H -1.1869 2.1379 -1.2934  0.142
H -2.7442 2.0215 0.7553  0.098
H -3.1626 0.6552 -0.3220  0.083
H -2.9714 0.3866 1.4328  0.090
H -0.5084 2.1315 1.8571  0.099
H -0.8785 0.5486 2.5321  0.090
H 0.6811 0.8072 1.7085  0.074
H 1.1907 1.4898 -2.0519  0.112
H 1.2097 2.2449 -0.4616  0.122
H 1.9301 -0.3991 -1.3898  0.148

Forces on atoms 1 to 6 (eV/Å):
0.314 -0.973 1.369
0.382 2.688 -0.649
-1.387 -0.491 -0.116
0.389 0.044 -0.032
-0.669 0.068 0.515
0.099 0.550 -1.008

Its spin multiplicity is 1. The calculation puts the energy at -16763.510 eV. Its energy relative to the best compared isomer or geometry (same formula, charge and spin) is 817.8 kJ/mol. As for the LUMO energy (spin up / spin down): -1.2 / -1.1 eV.

=====

Record 3
# C2H20CdO15

A molecular structure, C2H20CdO15 at a distorted geometry (ωB97M-V with the def2-TZVPD basis set, OMol25).

Each line ends with the Löwdin charge.
Atoms and positions in Å:
Cd 1.6636 0.3238 1.8365  1.521
C -0.2084 0.3528 0.0795  -0.807
O 0.0496 -0.6162 0.7475  -0.066
O -1.0914 0.2448 -0.9455  0.123
O 0.4066 1.3938 0.2245  -0.026
H -1.4964 -0.6182 -0.9365  0.107
C 0.5586 1.6318 3.8505  -0.785
O 1.1366 2.2638 2.9435  -0.061
O 0.2156 2.2258 5.0175  0.179
O 0.3586 0.4388 3.6185  -0.092
H -0.2544 1.7158 5.5775  0.056
O -0.6234 -3.2692 0.5035  -0.048
H -0.6374 -2.3232 0.4905  -0.031
H -0.5434 -3.5482 1.4225  0.049
O -1.7414 2.0958 -2.8285  -0.043
H -1.6014 1.6108 -2.0295  -0.001
H -0.9724 2.5118 -3.2485  0.067
O 0.3046 -2.1452 -2.0495  -0.025
H -0.4224 -2.7352 -1.9105  -0.027
H 0.3716 -2.2372 -2.9785  0.026
O 3.0126 1.9708 0.8175  -0.053
H 3.6486 1.9948 0.1425  0.040
H 2.7516 2.8658 0.8295  0.046
O 2.9036 -0.9062 0.2535  -0.076
H 2.4736 -1.6742 -0.1515  0.071
H 3.8566 -1.0422 0.3855  0.076
O -2.2804 -3.1652 -1.9255  -0.020
H -2.2024 -3.2092 -0.9945  -0.005
H -2.8534 -3.9102 -2.0575  0.053
O -0.6684 0.2458 -4.4815  -0.029
H -0.7074 0.6848 -5.2765  -0.017
H -1.1804 0.7348 -3.8315  -0.021
O 0.0766 3.7448 -0.8695  -0.068
H 0.1426 2.8908 -0.4175  -0.033
H -0.4514 3.5248 -1.6315  -0.018
O -1.3314 -1.6962 3.5055  -0.048
H -0.6124 -1.1852 3.1725  -0.048
H -2.0524 -1.1862 3.1455  0.034

Forces on atoms 1 to 6 (eV/Å):
0.494 0.980 0.052
-0.832 1.555 -3.076
-0.533 -4.842 2.087
-0.111 0.901 0.659
0.135 2.004 -0.379
-0.100 -0.638 -0.235

Its spin multiplicity is 1. The calculation puts the energy at -37677.015 eV. As for the LUMO energy: -0.9 eV.

=====

Record 4
# C24H25N6O2Yb

A molecular structure, C24H25N6O2Yb (ωB97M-V with the def2-TZVPD basis set, OMol25).

Each line ends with the Löwdin charge.
Atoms and positions in Å:
Yb -0.0998 0.0873 0.1751  1.653
N 2.6617 0.0978 2.6130  0.148
C 1.4238 0.0021 3.2067  -0.269
C 1.3720 0.1354 4.6031  0.027
C 0.1776 -0.0247 5.2574  -0.005
C -0.9687 -0.3231 4.5144  -0.030
C -0.8441 -0.4056 3.1568  -0.137
N 0.3231 -0.2407 2.4860  -0.014
C 3.1319 0.0268 1.3109  -0.274
C 4.5217 0.1149 1.1516  0.025
C 5.0697 0.0552 -0.1049  -0.006
C 4.2172 -0.0874 -1.2003  -0.027
C 2.8726 -0.1635 -0.9616  -0.130
N 2.3092 -0.1249 0.2689  -0.005
H 3.3972 0.2822 3.2759  0.146
H 2.2763 0.3558 5.1552  0.132
H 0.1228 0.0724 6.3328  0.133
H -1.9235 -0.4777 4.9949  0.124
H -1.7088 -0.6422 2.5417  0.092
H 5.1554 0.2327 2.0212  0.130
H 6.1404 0.1210 -0.2396  0.132
H 4.6048 -0.1249 -2.2077  0.123
H 2.1843 -0.2551 -1.7933  0.093
N -0.4066 0.1191 -2.3470  0.022
C -1.7919 -0.0755 -2.7531  -0.238
C -2.1094 -0.2755 -4.0700  0.005
C -3.4431 -0.4196 -4.4900  -0.029
C -4.4540 -0.3315 -3.5782  0.003
C -4.1634 -0.1229 -2.2119  -0.131
C -5.1839 0.0005 -1.2452  0.040
C -4.8490 0.2264 0.0608  -0.014
C -3.4965 0.2874 0.4063  -0.111
N -2.4999 0.1487 -0.4526  -0.002
C -2.8175 -0.0180 -1.7778  -0.177
H 0.1715 -0.3278 -3.0498  0.098
H -0.2009 1.1176 -2.4216  0.099
H -1.3182 -0.3089 -4.8107  0.129
H -3.6569 -0.5733 -5.5384  0.125
H -5.4896 -0.4116 -3.8824  0.132
H -6.2203 -0.0773 -1.5483  0.138
H -5.6044 0.3476 0.8237  0.124
H -3.2324 0.4655 1.4430  0.103
O 2.1432 3.6557 0.1246  0.141
C 1.2390 2.9186 0.0666  -0.501
N 0.3162 2.1419 0.0000  -0.099
C 0.6580 -4.4534 0.1829  -0.133
C -0.8065 -4.4399 -0.2594  -0.133
C -0.9500 -3.0366 -0.8168  -0.158
O -0.0758 -2.2012 0.0062  -0.330
C 0.8278 -3.0646 0.7732  -0.162
H 1.3165 -4.5900 -0.6756  0.127
H 0.8753 -5.2283 0.9139  0.131
H -1.4678 -4.5840 0.5959  0.128
H -1.0336 -5.1957 -1.0071  0.131
H -1.9633 -2.6421 -0.7548  0.117
H -0.6014 -2.9849 -1.8501  0.129
H 0.5185 -3.0351 1.8188  0.122
H 1.8392 -2.6770 0.6803  0.111

Forces on atoms 1 to 6 (eV/Å):
-0.085 -0.333 -0.249
0.025 0.164 0.090
-0.106 -0.098 -0.158
-0.003 -0.023 0.138
0.079 0.009 -0.153
-0.132 0.001 -0.012

Its net charge is +2. Its spin multiplicity is 2. The calculation puts the energy at -69850.371 eV. Its energy relative to the best compared isomer or geometry (same formula, charge and spin) is 37.4 kJ/mol. As for the LUMO energy (spin up / spin down): -5.9 / -6.1 eV. The expectation value of S² is 0.75.

=====

Record 5
# C12H25ClN2O4PS

3 unconnected molecules or ions with the total composition C12H25ClN2O4PS at a distorted geometry (ωB97M-V with the def2-TZVPD basis set, OMol25).

Each line ends with the Löwdin charge.
Atoms and positions in Å:
C -3.2704 -1.5969 2.5864  -0.227
C -1.8161 -2.0571 2.8403  -0.557
C -1.0434 -1.7540 1.5618  -0.396
C 0.4319 -1.4206 1.7164  -0.482
S 1.5536 -2.7671 2.2237  0.931
C 1.5594 -2.5602 3.9466  -0.722
N 1.3058 -3.4281 4.8678  0.045
N 1.4615 -2.7584 6.0818  0.041
C 1.7853 -1.5479 5.7767  -0.224
O 1.8913 -1.3377 4.4585  0.011
P -1.8472 -3.7781 3.2799  0.579
O -3.5035 -4.0454 3.4849  -0.428
Cl -1.4879 -5.0131 1.4516  -0.077
H -3.8702 -1.6250 3.4897  0.039
H -3.2766 -0.5821 2.1866  0.045
H -3.8008 -2.2220 1.8609  0.053
H -1.4560 -0.8294 1.1618  0.068
H -1.1911 -2.5001 0.7756  0.049
H 0.8173 -1.0268 0.7815  0.057
H 0.5155 -0.6458 2.4684  0.065
H 1.9544 -0.7871 6.5108  0.116
H -3.5798 -5.0030 3.5078  0.000
C -0.1994 3.7239 0.8726  -0.066
C 0.3197 2.4969 0.1357  -0.491
C 0.3410 2.7144 -1.3701  -0.068
O -0.4759 1.3610 0.4573  -0.056
H -1.2268 3.9427 0.5678  0.078
H -0.2079 3.5476 1.9484  0.078
H 0.4162 4.6019 0.6664  0.074
H 1.3273 2.2634 0.4837  0.140
H -0.6723 2.9038 -1.7397  0.082
H 0.7139 1.8305 -1.8795  0.062
H 0.9722 3.5607 -1.6444  0.079
H -1.3766 1.5334 0.1634  0.091
C 1.4869 -0.0624 -5.2749  -0.060
C 1.0736 1.3853 -5.0591  -0.498
C 1.1930 2.1964 -6.3411  -0.067
O 1.8634 1.9746 -4.0277  -0.066
H 2.5327 -0.1161 -5.5906  0.080
H 1.3948 -0.6276 -4.3478  0.083
H 0.8714 -0.5418 -6.0373  0.079
H 0.0442 1.4202 -4.7002  0.138
H 2.2301 2.2085 -6.6881  0.078
H 0.8930 3.2303 -6.1682  0.077
H 0.5694 1.7801 -7.1336  0.078
H 2.7830 1.9582 -4.3127  0.089

Forces on atoms 1 to 6 (eV/Å):
0.287 0.030 0.105
-1.168 -1.226 -0.694
0.420 0.157 0.441
-0.289 0.128 0.131
0.005 -0.280 -0.104
-0.312 -0.132 -0.089

Its net charge is -1. Its spin multiplicity is 1. The calculation puts the energy at -56665.832 eV. As for the LUMO energy: 2.2 eV.

=====

Record 6
# C3H9N2

2 unconnected molecules or ions with the total composition C3H9N2 at a distorted geometry (ωB97M-V with the def2-TZVPD basis set, OMol25).

Each line ends with the Löwdin charge.
Atoms and positions in Å:
C -2.0138 -1.3300 -0.6749  -0.241
N -0.7794 -1.4585 -0.3217  -0.091
H -2.6623 -2.1736 -0.9735  0.031
H -2.3467 -0.3278 -0.7424  -0.003
H -0.1186 -0.6043 0.0193  0.035
H -0.5243 -2.4473 -0.3838  0.078
C 0.8039 1.5236 -0.6606  -0.109
C 1.1769 0.7216 1.5038  -0.004
N 0.9285 0.4281 0.2930  -0.121
H 1.2040 1.2421 -1.6290  0.075
H 1.3588 2.4268 -0.3483  0.077
H -0.2441 1.8285 -0.7864  0.093
H 0.6827 0.1614 2.3159  0.092
H 1.8049 1.6161 1.7191  0.087

Forces on atoms 1 to 6 (eV/Å):
-4.618 0.394 -1.256
4.426 -1.182 1.291
0.590 0.684 0.235
-0.897 0.711 -0.220
-0.994 -2.518 -0.854
0.944 0.904 0.488

Its spin multiplicity is 2. The calculation puts the energy at -6233.144 eV. Its energy relative to the best compared isomer or geometry (same formula, charge and spin) is 203.1 kJ/mol. As for the LUMO energy (spin up / spin down): 0.3 / 0.3 eV. The expectation value of S² is 0.75.

=====

> Which formula does entry 6 have?

C3H9N2

=====

> Which formula does entry 1 have?

C20H22Cl12N2S

=====

> What is the energy in the first record?

-185180.984 eV

=====

> energy of number 5 (C12H25ClN2O4PS)?

-56665.832 eV